A structure of composition FO5P. Source: the Open Molecules 2025 dataset; level of theory: ωB97M-V/def2-TZVPD.

Results
E in eV: -22234.7096
HOMO-LUMO gap in eV: 8.89
Net charge: 0

Element x y z (Å)
1 O 0.791 -1.591 0.464
2 O -2.084 0.047 -0.118
3 O -1.489 0.361 1.069
4 O -1.003 -0.051 -1.032
5 O 1.195 0.831 -0.532
6 F 2.373 0.716 0.113
7 P 0.217 -0.314 0.037